No. 1
A structure of composition C29H53BGaO2P2. Source: the OMol25 dataset; level of theory: ωB97M-V/def2-TZVPD.

Properties
Kohn-Sham gap (alpha / beta): 3.604 / 5.151 eV
LUMO (alpha / beta): -6.02 / -4.58 eV
Charge: +1
E_tot: -3919.28230 Ha
E_HOMO (alpha / beta): -9.626 / -9.732 eV
Relative energy (zero: lowest compared OMol25 entry of this formula, charge and spin): 0.00 kcal/mol

Geometry (Å):
Ga (3.13, -0.04, -0.44)
C (-1.79, -0.92, 1.47)
C (-1.40, -2.00, 0.63)
C (0.39, -1.45, 1.94)
C (-0.66, -0.56, 2.25)
C (-0.04, -2.29, 0.88)
C (-3.15, -0.36, 1.60)
H (-3.65, -0.30, 0.63)
H (-3.12, 0.64, 2.04)
H (-3.78, -0.99, 2.25)
C (-0.58, 0.53, 3.25)
H (-1.58, 0.90, 3.51)
H (0.00, 1.38, 2.88)
H (-0.10, 0.18, 4.17)
C (1.68, -1.54, 2.66)
H (1.51, -1.86, 3.70)
H (2.20, -0.56, 2.70)
H (2.34, -2.26, 2.20)
C (0.76, -3.36, 0.25)
H (0.69, -4.31, 0.81)
H (1.82, -3.08, 0.20)
H (0.40, -3.55, -0.77)
C (-2.28, -2.76, -0.29)
H (-2.38, -3.81, 0.03)
H (-1.87, -2.77, -1.32)
H (-3.28, -2.33, -0.33)
C (-1.05, 1.98, -1.76)
C (-2.02, 1.12, -1.50)
C (-2.67, 0.15, -2.45)
C (-1.90, -0.27, -3.72)
C (-0.55, -0.87, -3.56)
C (0.62, -0.24, -3.42)
C (0.95, 1.22, -3.15)
C (-0.29, 2.15, -3.03)
H (-3.60, 0.63, -2.78)
H (-1.85, 0.57, -4.42)
H (-2.97, -0.76, -1.90)
H (-0.95, 2.01, -3.91)
H (-0.66, 2.61, -0.94)
H (-2.43, 1.09, -0.48)
H (0.07, 3.19, -3.08)
H (1.56, 1.32, -2.24)
H (1.53, -0.85, -3.37)
H (1.62, 1.59, -3.95)
H (-2.49, -1.05, -4.22)
H (-0.52, -1.97, -3.51)
P (-0.16, 1.63, -5.98)
C (-0.43, 3.38, -6.47)
C (-1.34, 0.87, -7.18)
P (2.24, -0.30, -6.31)
C (1.46, 1.35, -6.82)
C (1.42, -1.32, -7.64)
C (3.81, -0.07, -7.25)
H (0.40, 4.00, -6.10)
H (-1.37, 3.73, -6.03)
H (-0.50, 3.45, -7.57)
H (-1.24, 1.37, -8.16)
H (-2.36, 1.04, -6.80)
H (-1.19, -0.21, -7.29)
H (3.63, 0.13, -8.31)
H (4.39, -0.99, -7.15)
H (4.37, 0.76, -6.80)
H (2.16, 2.15, -6.51)
H (1.33, 1.40, -7.92)
H (1.96, -2.27, -7.68)
H (1.50, -0.83, -8.62)
H (0.37, -1.52, -7.41)
C (5.40, 4.12, 1.96)
C (4.31, 3.07, 1.98)
C (4.34, 2.46, 3.40)
O (4.58, 2.06, 1.03)
B (3.29, 1.64, 0.73)
O (2.20, 2.37, 1.21)
C (2.86, 3.56, 1.60)
C (2.06, 4.20, 2.72)
C (2.92, 4.54, 0.41)
H (5.25, 4.85, 2.77)
H (5.43, 4.66, 0.99)
H (6.38, 3.63, 2.10)
H (5.22, 1.80, 3.49)
H (4.45, 3.26, 4.15)
H (3.44, 1.86, 3.65)
H (2.59, 5.05, 3.13)
H (1.10, 4.55, 2.30)
H (1.83, 3.48, 3.53)
H (3.32, 4.07, -0.50)
H (1.91, 4.89, 0.19)
H (3.54, 5.40, 0.68)

=====

No. 2
A structure of composition C29H53BrN2O9S. Source: the OMol25 dataset; level of theory: ωB97M-V/def2-TZVPD.

Properties
Kohn-Sham gap: 8.958 eV
LUMO: 0.37 eV
E_tot: -4895.37302 Ha
E_HOMO: -8.584 eV

Geometry (Å):
O (-3.44, 3.03, 7.22)
S (-2.97, 3.02, 5.88)
O (-1.92, 3.92, 5.56)
O (-2.58, 1.49, 5.51)
C (-3.34, 1.17, 4.33)
C (-3.22, -0.22, 3.77)
C (-1.80, -0.39, 3.28)
C (-1.55, 0.22, 1.81)
O (-1.60, -1.27, 2.32)
C (-4.69, 1.88, 4.50)
C (-5.37, 1.99, 3.14)
C (-6.41, 0.92, 2.78)
C (-7.47, 1.49, 1.84)
Br (-7.89, 0.24, 0.39)
C (-5.44, 1.18, 5.63)
C (-6.84, 1.69, 6.01)
C (-6.87, 3.10, 6.61)
C (-6.93, 4.22, 5.60)
C (-6.11, 5.34, 5.79)
C (-6.11, 6.38, 4.86)
C (-6.92, 6.30, 3.74)
C (-7.76, 5.21, 3.55)
C (-7.76, 4.17, 4.48)
O (-4.17, 3.20, 4.84)
H (-2.87, 1.79, 3.55)
H (-3.37, -1.01, 4.51)
H (-3.79, -0.35, 2.86)
H (-0.99, -0.25, 3.99)
H (-0.97, -0.16, 0.96)
H (-0.63, 0.73, 2.24)
H (-5.77, 3.00, 3.04)
H (-4.58, 1.93, 2.39)
H (-5.92, 0.12, 2.22)
H (-6.89, 0.46, 3.63)
H (-7.16, 2.41, 1.37)
H (-8.42, 1.67, 2.34)
H (-5.55, 0.14, 5.30)
H (-4.85, 1.15, 6.54)
H (-7.55, 1.64, 5.20)
H (-7.21, 1.00, 6.77)
H (-7.78, 3.18, 7.20)
H (-6.04, 3.24, 7.30)
H (-5.47, 5.37, 6.65)
H (-5.46, 7.22, 5.03)
H (-6.91, 7.10, 3.01)
H (-8.40, 5.14, 2.68)
H (-8.40, 3.32, 4.33)
C (1.30, -2.59, -0.07)
O (1.47, -1.18, -0.09)
C (2.83, -0.78, 0.08)
C (3.37, -0.16, -1.19)
N (3.53, -1.15, -2.24)
C (3.84, -0.59, -3.56)
C (2.79, 0.28, -4.22)
O (1.61, -0.40, -4.60)
C (0.62, -0.52, -3.59)
H (0.23, -2.80, -0.04)
H (1.73, -3.06, -0.95)
H (1.76, -3.01, 0.83)
H (3.45, -1.62, 0.40)
H (2.85, -0.03, 0.87)
H (4.35, 0.30, -0.97)
H (2.68, 0.65, -1.48)
H (2.68, -1.69, -2.31)
H (4.03, -1.43, -4.22)
H (4.77, -0.03, -3.49)
H (3.22, 0.65, -5.16)
H (2.54, 1.17, -3.63)
H (0.63, 0.34, -2.91)
H (0.74, -1.44, -3.01)
H (-0.35, -0.56, -4.08)
C (9.11, -5.60, -4.47)
O (9.61, -4.46, -5.16)
C (9.72, -4.64, -6.57)
C (8.73, -3.77, -7.31)
N (7.36, -4.24, -7.10)
C (6.33, -3.33, -7.59)
C (6.20, -1.97, -6.93)
O (5.76, -2.02, -5.58)
C (6.78, -2.21, -4.62)
H (9.20, -5.39, -3.41)
H (8.06, -5.79, -4.71)
H (9.70, -6.49, -4.70)
H (9.60, -5.69, -6.84)
H (10.73, -4.33, -6.85)
H (8.95, -3.80, -8.38)
H (8.86, -2.74, -6.95)
H (7.21, -4.39, -6.11)
H (5.37, -3.85, -7.48)
H (6.48, -3.19, -8.67)
H (5.43, -1.42, -7.47)
H (7.12, -1.37, -7.01)
H (7.73, -1.76, -4.93)
H (6.93, -3.27, -4.40)
H (6.46, -1.73, -3.69)

=====

No. 3
A cluster of 7 separate species, C29H53Cl13F3NO8S3 in total. Source: the OMol25 dataset; level of theory: ωB97M-V/def2-TZVPD.

Properties
Kohn-Sham gap: 7.470 eV
LUMO: -0.58 eV
E_tot: -9269.90334 Ha
E_HOMO: -8.050 eV

Geometry (Å):
C (4.54, -5.08, 1.31)
C (3.24, -4.61, 1.26)
C (3.04, -3.33, 0.50)
C (1.83, -2.44, 1.00)
C (1.29, -2.86, 2.37)
C (0.37, -1.80, 3.01)
N (-0.22, -2.32, 4.27)
C (0.71, -2.22, -0.08)
S (-0.33, -3.70, -0.08)
O (0.39, -4.91, 0.18)
O (-1.32, -3.55, 0.96)
C (-1.32, -4.03, -1.62)
F (-2.19, -3.08, -1.90)
F (-2.07, -5.09, -1.30)
F (-0.62, -4.38, -2.67)
C (1.28, -1.76, -1.44)
C (2.46, -0.74, -1.40)
C (2.09, 0.75, -1.27)
C (1.53, 1.19, 0.10)
C (2.62, 1.29, 1.19)
S (3.38, 2.93, 1.24)
O (2.99, 3.62, 2.42)
O (3.06, 3.72, 0.09)
Cl (5.44, 2.73, 1.35)
C (0.22, -1.24, -2.45)
C (-0.90, -0.36, -1.85)
C (-2.06, -0.18, -2.91)
O (-3.32, -0.48, -2.36)
C (-3.77, 0.52, -1.45)
O (1.83, -2.97, -2.09)
S (3.05, -3.67, -1.31)
O (4.30, -3.20, -1.83)
O (2.96, -5.08, -1.51)
H (4.81, -5.95, 0.70)
H (5.29, -4.59, 1.94)
H (2.42, -5.16, 1.72)
H (3.96, -2.75, 0.69)
H (2.24, -1.42, 1.14)
H (0.78, -3.83, 2.38)
H (2.15, -2.95, 3.06)
H (0.96, -0.90, 3.25)
H (-0.47, -1.54, 2.35)
H (-1.11, -2.75, 4.00)
H (-0.53, -1.49, 4.79)
H (0.09, -1.42, 0.34)
H (2.97, -0.85, -2.37)
H (3.23, -0.94, -0.64)
H (3.03, 1.31, -1.40)
H (1.44, 1.11, -2.07)
H (1.15, 2.21, -0.04)
H (0.67, 0.61, 0.47)
H (2.16, 1.14, 2.17)
H (3.38, 0.52, 1.07)
H (0.77, -0.62, -3.17)
H (-0.25, -2.04, -3.03)
H (-1.39, -0.80, -0.97)
H (-0.58, 0.65, -1.57)
H (-2.02, 0.83, -3.35)
H (-1.87, -0.90, -3.71)
H (-4.29, -0.02, -0.64)
H (-4.54, 1.17, -1.91)
H (-2.97, 1.10, -0.97)
Cl (5.20, -3.34, 4.33)
C (5.85, -1.99, 3.36)
C (5.37, -0.65, 3.86)
Cl (3.62, -0.42, 3.59)
H (5.57, -2.15, 2.32)
H (6.94, -2.04, 3.43)
H (5.88, 0.15, 3.33)
H (5.56, -0.53, 4.93)
Cl (2.36, 1.98, 6.14)
C (1.59, 3.39, 5.36)
C (0.92, 4.30, 6.35)
Cl (-0.51, 3.55, 7.10)
H (0.88, 3.02, 4.62)
H (2.38, 3.93, 4.83)
H (0.58, 5.21, 5.85)
H (1.61, 4.59, 7.15)
Cl (-7.67, -6.74, -0.83)
C (-6.43, -5.72, -1.59)
C (-5.37, -5.27, -0.62)
Cl (-6.01, -4.13, 0.60)
H (-6.93, -4.86, -2.05)
H (-5.97, -6.31, -2.39)
H (-4.57, -4.76, -1.15)
H (-4.94, -6.12, -0.09)
Cl (-5.83, 3.71, 0.69)
C (-6.93, 4.35, -0.56)
C (-7.28, 3.31, -1.60)
Cl (-5.87, 2.89, -2.61)
H (-6.47, 5.22, -1.01)
H (-7.84, 4.67, -0.05)
H (-8.04, 3.70, -2.27)
H (-7.65, 2.40, -1.14)
Cl (-7.83, 4.12, -5.75)
C (-8.78, 5.63, -5.76)
C (-8.32, 6.61, -4.70)
Cl (-8.69, 6.03, -3.06)
H (-9.83, 5.37, -5.64)
H (-8.65, 6.08, -6.75)
H (-8.84, 7.56, -4.83)
H (-7.25, 6.79, -4.77)
Cl (8.32, 4.34, -3.85)
C (7.77, 4.79, -2.22)
C (7.85, 3.64, -1.26)
Cl (6.66, 2.36, -1.64)
H (6.76, 5.18, -2.30)
H (8.42, 5.60, -1.88)
H (7.62, 3.98, -0.25)
H (8.83, 3.18, -1.25)

=====

No. 4
A structure of composition C29H53N2O2P2Pd. Source: the OMol25 dataset; level of theory: ωB97M-V/def2-TZVPD.

Properties
Kohn-Sham gap (alpha / beta): 7.766 / 5.485 eV
Multiplicity: 5
LUMO (alpha / beta): -8.96 / -12.70 eV
Charge: +3
E_tot: -2206.21267 Ha
E_HOMO (alpha / beta): -16.723 / -18.186 eV

Geometry (Å):
C (-1.13, -2.27, -0.99)
C (1.06, -1.60, -1.25)
C (-1.01, -3.27, -1.96)
C (1.34, -2.77, -1.98)
C (0.27, -3.60, -2.38)
H (-1.93, -3.81, -2.25)
H (2.35, -2.92, -2.33)
H (0.42, -4.46, -3.02)
N (-0.11, -1.51, -0.58)
P (-2.47, -0.69, 0.80)
P (2.30, 0.46, 0.26)
C (-2.51, -1.95, -0.53)
H (-3.12, -1.67, -1.40)
H (-3.02, -2.82, -0.13)
C (-0.47, 1.09, 2.45)
O (-0.49, 1.70, 3.43)
C (1.81, -0.28, -1.42)
H (2.75, -0.52, -2.00)
C (3.45, 1.93, -0.40)
C (3.01, -0.33, 1.79)
C (-3.80, 0.56, 0.25)
C (-2.91, -1.74, 2.25)
C (2.60, 3.21, -0.19)
H (2.36, 3.36, 0.87)
H (3.13, 4.12, -0.56)
H (1.65, 3.08, -0.74)
C (4.87, 2.03, 0.22)
H (4.86, 2.17, 1.31)
H (5.42, 1.11, -0.04)
H (5.41, 2.90, -0.21)
C (3.72, 1.79, -1.91)
H (4.08, 2.75, -2.30)
H (4.44, 1.00, -2.14)
H (2.82, 1.52, -2.47)
C (3.14, 0.77, 2.90)
H (2.15, 1.17, 3.18)
H (3.59, 0.33, 3.81)
H (3.78, 1.60, 2.59)
C (2.02, -1.39, 2.30)
H (0.99, -0.99, 2.38)
H (1.99, -2.30, 1.68)
H (2.34, -1.70, 3.30)
C (4.34, -1.02, 1.43)
H (5.16, -0.28, 1.34)
H (4.60, -1.73, 2.22)
H (4.26, -1.56, 0.48)
C (-3.04, -0.89, 3.52)
H (-3.28, -1.61, 4.33)
H (-2.11, -0.38, 3.80)
H (-3.86, -0.17, 3.46)
C (-1.76, -2.73, 2.43)
H (-1.62, -3.37, 1.56)
H (-0.82, -2.24, 2.69)
H (-2.01, -3.38, 3.27)
C (-4.20, -2.58, 2.13)
H (-4.11, -3.36, 2.89)
H (-5.11, -2.01, 2.34)
H (-4.36, -3.08, 1.17)
C (-3.54, 1.09, -1.17)
H (-3.58, 0.30, -1.93)
H (-4.35, 1.81, -1.35)
H (-2.58, 1.60, -1.28)
C (-3.77, 1.82, 1.13)
H (-2.80, 2.32, 1.07)
H (-4.55, 2.48, 0.72)
H (-4.01, 1.63, 2.18)
C (-5.19, -0.09, 0.27)
H (-5.21, -1.06, -0.25)
H (-5.58, -0.20, 1.29)
H (-5.85, 0.60, -0.27)
Pd (-0.42, 0.43, 0.61)
N (-0.17, 1.27, -1.28)
C (0.71, 0.90, -2.08)
C (0.62, 1.58, -3.62)
C (1.78, 1.12, -4.48)
C (-0.68, 1.08, -4.24)
C (0.54, 3.11, -3.57)
H (2.64, 1.81, -4.48)
H (2.09, 0.09, -4.24)
H (1.43, 1.11, -5.52)
H (-1.55, 1.29, -3.61)
H (-0.84, 1.53, -5.22)
H (-0.60, 0.00, -4.38)
H (0.52, 3.63, -4.56)
H (-0.35, 3.44, -3.03)
H (1.45, 3.50, -3.10)
O (0.16, -1.13, 4.57)
H (-0.46, -1.12, 5.30)
H (0.91, -1.63, 4.90)

=====

No. 5
A structure of composition C29H53O20S5Zn. Source: the OMol25 dataset; level of theory: ωB97M-V/def2-TZVPD.

Properties
Kohn-Sham gap: 7.493 eV
LUMO: -3.85 eV
Charge: +1
E_tot: -6411.48167 Ha
E_HOMO: -11.344 eV
Relative energy (zero: lowest compared OMol25 entry of this formula, charge and spin): 0.00 kcal/mol

Geometry (Å):
Zn (-1.35, -3.29, -0.32)
C (-0.56, 0.20, 1.73)
C (-1.81, -0.63, 1.51)
O (-1.66, -1.79, 0.79)
H (-0.24, 0.60, 0.77)
H (0.24, -0.38, 2.17)
H (-0.86, 1.03, 2.37)
H (-2.60, -0.02, 1.04)
H (-2.20, -0.86, 2.53)
O (1.01, -4.44, 3.96)
S (0.29, -3.45, 4.68)
O (0.13, -3.52, 6.09)
O (1.01, -2.07, 4.35)
C (0.67, -0.94, 5.15)
C (1.35, 0.25, 4.52)
C (-1.30, -3.28, 3.91)
H (1.05, -1.12, 6.16)
H (-0.39, -0.68, 5.27)
H (2.41, 0.03, 4.34)
H (1.13, 1.23, 4.94)
H (0.98, 0.36, 3.49)
H (-1.14, -3.57, 2.87)
H (-1.74, -2.29, 3.96)
H (-1.94, -3.98, 4.46)
O (-0.68, -2.11, -1.92)
S (-0.02, -1.24, -2.85)
O (1.36, -0.98, -2.72)
O (-0.33, -1.77, -4.30)
C (-1.45, -2.72, -4.53)
C (-1.52, -2.92, -6.01)
C (-0.84, 0.32, -2.89)
H (-2.36, -2.29, -4.09)
H (-1.26, -3.67, -4.02)
H (-1.41, -1.98, -6.55)
H (-2.51, -3.26, -6.32)
H (-0.77, -3.65, -6.31)
H (-0.49, 0.93, -2.05)
H (-1.92, 0.27, -2.89)
H (-0.39, 0.79, -3.76)
O (1.88, 1.74, -0.94)
S (2.67, 2.70, -1.65)
O (2.40, 4.08, -1.50)
O (4.17, 2.47, -1.21)
C (5.17, 3.44, -1.58)
C (6.28, 3.47, -0.55)
C (2.74, 2.33, -3.39)
H (4.74, 4.44, -1.61)
H (5.62, 3.19, -2.55)
H (5.97, 3.98, 0.36)
H (7.19, 3.88, -0.99)
H (6.56, 2.46, -0.23)
H (2.78, 1.25, -3.52)
H (3.66, 2.78, -3.73)
H (1.86, 2.79, -3.83)
O (2.16, -5.46, 0.80)
S (1.93, -4.23, 0.18)
O (0.57, -3.68, 0.23)
O (2.86, -3.15, 0.84)
C (2.38, -1.77, 0.78)
C (3.42, -0.86, 1.41)
C (2.54, -4.18, -1.52)
H (1.46, -1.71, 1.37)
H (2.07, -1.41, -0.21)
H (3.50, -1.14, 2.46)
H (3.21, 0.20, 1.29)
H (4.40, -0.98, 0.93)
H (3.58, -3.92, -1.49)
H (1.88, -3.47, -1.98)
H (2.40, -5.19, -1.90)
O (-4.88, -4.50, -0.03)
S (-4.58, -3.21, -0.49)
O (-3.29, -2.87, -1.08)
O (-5.66, -2.82, -1.58)
C (-5.34, -1.76, -2.56)
C (-6.57, -1.59, -3.44)
C (-4.96, -2.05, 0.79)
H (-4.53, -2.11, -3.22)
H (-4.95, -0.87, -2.05)
H (-6.28, -1.00, -4.32)
H (-7.38, -1.07, -2.94)
H (-6.86, -2.55, -3.84)
H (-4.24, -2.12, 1.59)
H (-5.97, -2.34, 1.10)
H (-5.05, -1.04, 0.40)
C (3.40, 3.94, 4.27)
C (2.47, 4.77, 4.71)
C (1.09, 4.79, 4.17)
O (0.22, 5.37, 4.70)
C (0.88, 3.88, 3.02)
C (1.84, 3.16, 2.50)
C (3.23, 3.05, 3.09)
O (4.05, 2.34, 2.63)
H (4.30, 3.79, 4.87)
H (2.65, 5.28, 5.65)
H (-0.09, 3.83, 2.52)
H (1.58, 2.46, 1.71)
C (-1.97, 3.20, -0.09)
C (-0.95, 3.70, -0.76)
C (-0.95, 3.68, -2.23)
O (-0.05, 4.01, -3.00)
C (-2.23, 3.27, -2.88)
C (-3.23, 2.73, -2.22)
C (-3.16, 2.58, -0.76)
O (-4.00, 2.02, -0.14)
H (-1.98, 3.20, 1.00)
H (-0.04, 3.93, -0.21)
H (-2.38, 3.39, -3.94)
H (-4.09, 2.35, -2.76)

=====

The lowest E_tot belongs to which entry?
C29H53Cl13F3NO8S3

=====

Among the records above, which one has the highest E_tot?
C29H53N2O2P2Pd